The following is a quantum chemistry calculation of 13 unconnected molecules or ions with the total composition C80H190B3F12N10O5 at a distorted geometry, from the Open Molecules 2025 dataset.

Computed properties:
LUMO energy   -8.985 eV
Charge   +7
Kohn-Sham gap   6.772 eV
Total energy   -5356.567969 hartree
HOMO level   -15.757 eV

Geometry (Å):
H1 -8.713137 2.773680 12.884160
C1 1.092673 2.677090 -12.427490
N1 10.214663 -2.877850 4.929730
N2 1.308853 -0.211360 10.798440
H2 -4.370307 8.643590 -5.471090
H3 8.846023 -1.562570 -10.584270
H4 5.277693 10.536590 -1.186130
C2 -10.803227 2.097370 13.194880
H5 -5.606847 8.125910 -7.401750
N3 1.944893 4.933890 -13.382280
H6 7.216663 -6.143390 -9.305250
C3 6.714523 -2.783900 -11.810230
O1 2.150903 9.840380 -3.698180
H7 -1.120737 -0.067640 -1.157510
H8 4.187113 5.357930 -15.097010
H9 -0.520437 1.323910 0.913120
H10 2.842213 9.500290 0.380690
H11 -3.491077 5.143180 -6.122370
H12 0.616283 -9.927760 4.264800
H13 -0.868347 -12.357650 6.650550
C4 3.350983 9.740130 -0.552960
H14 -10.833397 3.112060 13.591850
C5 2.116313 7.877650 -1.444340
C6 3.429573 -0.310600 11.929660
H15 -0.757307 -4.277730 -2.141880
H16 8.654793 -3.468110 -8.829950
H17 -0.696497 2.467160 -11.070300
O2 -8.789927 6.966750 -7.324600
H18 0.754103 -13.709980 4.694140
H19 1.430013 8.617130 -1.856970
H20 9.385453 -3.205910 2.982090
C7 4.735743 10.461700 -0.243380
H21 8.914383 -1.174810 -12.244390
O3 -1.762217 -12.183710 2.048700
H22 7.973673 -5.268840 -10.710510
H23 6.474713 -2.584740 -9.650670
C8 7.816883 -3.816620 5.022790
H24 -4.201397 6.479920 -7.207150
H25 -9.565597 -4.870910 4.382270
H26 -11.260617 1.812240 9.847920
H27 9.977343 -2.307240 -11.618860
H28 1.514613 -1.159330 12.597870
H29 -2.000707 -10.399240 5.003110
H30 10.077223 -4.844020 4.153930
H31 3.763963 -3.920700 -11.796610
H32 0.462403 -11.080710 2.967120
C9 11.109553 -1.941340 2.659220
C10 10.750143 -4.282180 4.801700
F1 4.942713 2.227660 5.876420
F2 -5.779807 -0.564780 -7.850800
H33 -9.381977 5.787600 -8.776820
H34 5.220663 5.430250 -0.836570
C11 -8.802057 2.947500 8.884840
C12 -8.523867 2.832830 10.453370
H35 -10.449567 5.713280 -7.461830
F3 -4.265777 7.921850 3.148780
H36 -7.302787 -6.688020 2.215340
C13 0.748653 -10.980230 4.014040
C14 11.232943 -1.832960 5.595490
C15 3.575623 -0.902970 10.482670
H37 -1.345867 -1.470860 -0.089340
C16 -0.196907 -13.294580 4.360790
C17 -8.606107 -4.515050 0.440310
C18 -7.828787 4.041930 8.333080
H38 4.956773 -2.827600 -10.505350
H39 -12.813717 2.190640 12.070400
C19 -6.575867 7.915810 -6.949030
C20 3.357293 6.900780 -13.665950
N4 -0.364687 -11.829080 4.775960
C21 8.265773 -4.480650 -8.722690
N5 -8.186527 -4.733700 2.785940
H40 12.189863 -3.277350 6.957560
C22 1.635243 11.044560 -4.106230
H41 -6.122507 -5.448560 2.355260
H42 -0.937637 -13.985640 4.763080
C23 1.041123 4.262680 -12.353870
F4 -5.436457 -0.063380 -5.650410
B1 -6.258817 -0.716550 -6.601780
C24 4.649263 6.144140 -1.429840
H43 -8.417317 -3.449420 0.310390
C25 5.392183 -5.434610 -11.115390
C26 -8.708837 -5.443520 4.027050
H44 3.775173 3.573270 -13.481290
H45 -7.724147 -6.896650 6.933740
H46 2.036523 5.247900 -15.490030
C27 -7.742127 -5.797280 5.124340
H47 0.930213 2.200270 -10.414730
F5 4.557563 0.569890 4.428390
H48 2.236253 -0.890550 8.900950
H49 2.646453 10.332990 -1.136290
H50 -0.306807 2.938740 7.713720
H51 0.592633 -9.541870 6.414170
H52 1.162273 0.988710 8.085020
H53 -0.067847 -3.268370 -0.349330
C28 1.332813 1.275520 10.292890
H54 1.727373 11.902700 -3.440490
C29 -2.194407 -11.896360 0.684230
C30 6.008953 -3.111410 -10.483610
H55 -1.735727 -10.072100 2.547200
N6 1.231393 -1.777680 -1.312880
H56 -1.651547 -12.520290 -0.025780
H57 3.819623 7.516760 -12.894640
H58 6.477403 -1.743120 -12.030780
H59 -9.840737 3.192070 8.662500
H60 1.315613 0.116290 -0.314510
H61 9.296103 -1.603230 3.584390
C31 3.507483 4.600360 -13.233230
H62 -0.621357 -0.155560 1.929800
H63 0.815033 -0.344950 -2.885080
H64 1.583473 0.573000 12.859160
C32 -5.212687 8.535760 -4.787820
H65 0.380503 4.815300 -14.636040
C33 8.911153 -2.904600 5.729440
C34 0.297723 2.080600 -11.294350
N7 3.514713 8.467520 -1.428010
N8 6.041533 -4.615800 -10.038780
H66 5.355483 -3.866600 -8.049530
H67 1.437783 -3.916570 -0.665720
H68 0.587193 11.045010 -4.405690
C35 2.207413 -11.421390 4.342910
F6 -6.350777 -2.096820 -6.549910
H69 -1.911977 -10.856500 0.519820
H70 -7.871977 4.904190 8.998470
C36 7.468063 -5.180050 -9.748970
C37 -5.918227 9.949610 -4.570180
H71 6.143363 -5.270020 -11.887870
H72 7.673893 -4.444700 -7.808090
H73 5.204983 5.952590 -13.845620
H74 1.630673 -1.775090 -3.403540
H75 1.718473 7.519140 -0.494970
H76 3.917653 10.736770 -3.226340
H77 -7.373937 -6.242970 -0.009390
H78 0.089643 4.777440 -12.487390
H79 3.915543 7.672300 -3.327410
H80 3.931823 9.644340 -4.700280
H81 2.338983 1.675540 10.167600
H82 -0.580937 -2.478580 -4.165940
C38 -4.037407 6.082720 -6.205430
H83 -7.202927 -4.951940 5.551850
H84 11.151653 -0.592470 8.863980
F7 -5.383547 9.147620 1.628360
H85 -2.450317 -12.094280 4.758470
H86 -8.632337 -7.569510 5.557050
H87 2.456513 -11.328610 5.399990
H88 11.761323 -4.208620 4.401440
H89 5.197223 8.753310 -2.843870
H90 5.400653 8.084980 -0.623250
H91 -0.762467 -0.280760 11.395860
H92 -7.226137 -2.813900 2.273250
C39 -7.142377 -5.628610 2.015310
H93 4.587443 11.496460 0.065460
H94 0.195603 0.997560 -11.362740
H95 2.005783 -2.145600 10.133380
C40 -0.805697 -0.533730 -0.223910
H96 0.867783 -12.321660 6.434680
C41 4.504673 7.466250 -0.672830
H97 4.093283 -0.194180 9.836350
H98 -0.036467 -1.916310 11.063050
C42 -2.120277 -11.024930 2.911000
H99 -9.190067 -4.628200 -0.473090
H100 11.863683 -2.653420 2.324060
C43 1.919793 6.456710 -13.141810
C44 -7.420257 6.853580 -7.702720
C45 0.056463 -3.619950 -2.447160
B2 -4.468177 8.142960 1.819820
H101 0.717983 -4.329580 -2.944070
C46 -8.380977 -6.656940 6.097550
C47 -9.384927 1.941960 12.671930
C48 0.630303 1.459410 8.911780
H102 0.817283 1.861590 11.053710
H103 6.902233 -3.882180 5.612040
H104 9.015893 -3.352080 6.717820
H105 -9.848757 -5.611420 1.826060
H106 3.770283 5.660390 -1.855840
O4 8.110273 -3.164080 -11.916170
H107 -8.903657 4.952990 -7.189150
F8 3.800223 2.571490 3.915790
H108 -0.300777 0.894300 8.868850
H109 -8.086217 8.198190 -4.819180
H110 2.377453 -12.454240 4.038910
H111 -1.289277 -1.860760 -2.662930
C49 8.924913 -2.028360 -11.566570
C50 5.175563 -4.708710 -8.717790
C51 2.205723 -1.086190 9.972810
C52 3.989893 -4.970250 -11.608200
C53 -9.386117 5.794200 -7.686850
H112 -0.288667 -0.879820 9.692410
B3 4.775883 1.879090 4.545260
H113 7.475213 -3.327020 4.110830
H114 8.056243 -4.848410 4.765470
C54 11.715443 -2.296300 6.981420
H115 3.272263 -5.324800 -10.868350
H116 5.328463 -5.678430 -8.244120
H117 3.651613 4.858700 -12.184150
C55 -11.832007 1.717150 12.057500
C56 1.897873 -0.225340 12.186940
H118 -1.077807 -9.898170 6.890990
H119 5.310953 -6.481120 -10.821560
C57 -7.430277 7.366460 -4.562120
H120 -3.289777 6.824850 -5.925450
C58 3.530203 9.837690 -3.705580
H121 -8.257887 0.125530 11.004590
C59 -0.096277 -0.869490 10.765240
H122 -0.057607 -13.243120 3.280940
H123 -6.695447 -3.523890 3.727190
H124 0.251983 -10.385530 7.851590
H125 2.996143 -0.856510 -1.794860
H126 -9.987217 -3.874200 1.995800
C60 4.113063 8.646580 -2.880340
H127 9.803563 -0.581840 7.761070
C61 -7.603627 -3.328000 3.157160
H128 1.048223 6.746590 -13.728700
H129 3.998013 -0.843200 12.692110
H130 12.447703 -1.578840 7.351770
C62 -0.049627 -11.765660 6.241480
H131 -9.261087 -6.140070 6.480100
H132 -11.131487 3.334790 10.754030
N9 -6.159997 7.475430 -5.456690
H133 5.242873 9.886300 0.531100
H134 -10.066667 -0.113480 11.207880
H135 12.189573 -1.857740 5.073630
H136 2.109143 2.286560 -12.378730
C63 0.702273 -3.253070 -1.120560
H137 -5.941827 5.387850 -5.864110
O5 10.731293 -2.494080 7.913470
C64 1.454553 4.680410 -14.763830
H138 -5.204617 5.928100 -4.332900
C65 0.732533 -0.801670 -0.240550
H139 -8.226587 4.362940 7.370370
C66 -11.030367 2.251410 10.818590
H140 -0.171157 3.241460 9.467090
C67 -0.383307 -2.263570 -3.115780
H141 -9.215377 -6.373800 3.769980
H142 -2.093287 0.561080 1.177940
H143 8.602603 -1.872370 5.894950
H144 -4.908787 8.208340 -3.793560
H145 -12.082377 0.663180 12.178170
H146 4.136273 7.436880 0.352610
F9 5.974383 2.182580 3.945040
H147 3.011123 -2.544790 -1.974950
C68 -1.789497 -11.296000 4.420600
H148 -7.147407 7.308740 -3.511050
H149 9.627893 -1.418120 9.283600
H150 1.764003 6.615360 -12.074730
H151 -8.493947 -2.841420 3.555500
H152 11.587153 -1.159760 3.250090
H153 6.125383 -3.372980 -12.513080
H154 2.100423 11.375440 -5.034800
H155 4.146753 -4.534950 -9.033140
H156 1.067713 -1.227770 0.705070
H157 -10.978567 1.356110 13.974550
C69 -7.326417 -5.301170 0.537290
H158 0.571883 2.485610 -13.365690
H159 -3.198327 -10.868010 2.875110
H160 -6.857317 -6.349040 4.806900
C70 0.801403 -1.430340 -2.785830
H161 -7.369077 7.127360 -8.756530
H162 10.673863 -0.910930 5.436150
C71 9.982883 -2.443420 3.481880
H163 -5.248757 10.653240 -4.075390
H164 -9.407787 0.354790 9.620950
H165 1.673053 3.632690 -14.970310
H166 1.458283 4.454650 -11.365330
C72 -9.262487 0.418300 10.699350
H167 -3.276297 -11.914620 0.552760
H168 2.862813 -10.786490 3.746690
H169 -7.084217 8.864440 -6.776420
C73 -0.071097 -10.308790 6.813410
H170 -7.805787 6.378990 -4.830450
H171 4.136943 -1.837130 10.463280
H172 5.391123 6.304920 -2.212070
H173 -6.532267 -4.628450 0.213450
H174 -8.973257 0.970640 12.946060
C74 -1.026067 0.370310 1.065060
H175 3.175893 7.537140 -14.532120
H176 -6.212567 10.332600 -5.547310
H177 3.840403 -5.390670 -12.602680
C75 -9.298537 -4.675590 1.728210
H178 3.124403 -1.986120 -0.283090
C76 -5.345667 6.165860 -5.387260
H179 1.265023 3.491690 8.391580
H180 2.162733 6.978030 -2.058030
H181 -6.933017 5.879970 -7.649890
C77 10.334393 -1.204020 8.481650
H182 -7.590877 2.363460 10.765330
H183 9.157573 -5.089290 -8.573160
H184 10.774373 -1.500140 1.720550
H185 -6.747577 9.852270 -3.869610
C78 2.714213 -1.768880 -1.269320
F10 -3.324787 8.678790 1.302480
H186 10.780763 -4.734630 5.792890
H187 -8.510777 2.044430 8.348450
H188 -6.842847 3.596950 8.198900
H189 3.972983 0.631740 11.998850
C79 4.164723 5.714000 -14.067050
F11 -7.516437 -0.242230 -6.614340
N10 -9.556537 1.841160 11.139770
F12 -4.828597 6.864860 1.257710
C80 0.360833 2.911220 8.574870
H190 -8.658657 3.807140 10.923120

Cartesian forces, eV/Å:
-0.122 -0.239 0.133
-1.943 1.889 -1.101
1.242 -0.247 -0.168
-0.708 0.579 -0.267
0.007 -0.038 0.246
-0.836 -0.589 0.473
0.433 -0.204 0.194
-0.789 -0.288 0.505
-0.209 -0.141 -0.311
1.844 0.069 0.895
0.204 -0.294 -0.503
-0.470 -1.599 0.066
-0.584 -1.255 0.738
-0.107 0.170 0.191
-0.385 0.707 -0.255
-0.001 -0.030 0.250
0.084 -0.523 -0.176
-0.744 -0.210 -0.328
-0.270 -0.185 0.267
0.086 0.145 0.619
1.519 0.846 -0.680
-0.849 -0.120 0.018
0.186 -0.514 -1.002
0.430 0.091 -0.139
-0.483 0.239 -0.465
-0.301 0.037 -0.857
0.125 0.295 -0.353
2.031 1.034 1.434
0.059 0.546 0.515
0.199 -0.234 -0.097
0.283 -0.219 0.218
-1.763 -0.760 -0.845
-0.818 -0.231 -0.585
-0.763 1.925 0.660
-0.161 -0.082 0.106
0.043 0.011 0.042
-0.148 1.512 -0.342
-0.255 -1.077 -0.468
0.264 0.536 0.272
-0.139 0.024 0.127
-0.120 -0.611 -0.020
0.283 -0.043 0.284
0.283 -0.061 -0.083
0.342 0.085 0.092
0.617 0.189 0.365
0.380 -0.239 -0.022
1.450 0.239 0.000
0.347 0.461 0.859
-0.619 0.240 1.426
2.120 1.607 -2.722
0.301 -0.940 -0.277
-0.502 -0.077 0.520
1.831 0.426 1.193
-2.047 -1.482 -1.048
0.047 0.636 0.524
0.068 -0.480 1.907
-0.628 0.195 0.251
-0.348 -0.827 0.470
-0.326 -2.081 -0.109
1.610 1.083 1.142
-0.033 -0.013 -0.116
0.931 0.499 -0.752
-0.282 1.641 -1.223
-1.406 -0.562 0.116
0.177 -0.031 -0.178
0.257 0.439 0.399
0.445 -0.866 1.810
-2.444 1.754 -0.572
1.556 0.536 -1.108
0.348 0.757 1.234
1.084 -1.157 -0.589
0.438 0.111 -0.764
-0.815 2.315 -1.828
-0.189 0.414 0.269
-0.489 0.583 -0.354
1.929 -1.393 0.116
0.091 -0.343 0.420
0.017 -0.803 -0.599
1.543 0.332 0.122
0.553 0.197 0.251
0.045 1.130 -1.019
-0.420 0.118 -0.231
-0.403 0.125 0.030
-0.103 -0.047 -0.062
-0.704 0.418 0.124
2.722 1.500 -1.148
-0.274 0.184 0.474
-0.853 -3.602 -0.120
-0.940 0.282 0.134
0.253 0.321 0.071
0.145 0.294 0.054
0.042 -0.427 -0.537
0.706 0.007 0.182
-0.089 0.728 -0.012
-1.226 -0.518 -1.458
0.346 -0.277 0.675
0.565 0.869 0.806
1.279 -0.577 1.188
0.712 -0.138 -0.172
-0.618 -0.859 -0.024
-0.242 -0.185 0.330
0.148 -0.188 -0.121
0.499 0.163 -0.015
0.106 0.033 0.241
-0.129 0.092 -0.469
-0.159 0.150 0.033
-0.948 1.148 0.345
-0.106 0.193 0.056
-0.589 -0.024 0.169
-0.172 0.218 -0.579
-1.496 1.758 -0.501
0.048 0.305 -1.108
-1.160 -1.624 -0.753
0.508 -0.573 1.129
0.449 -0.613 1.512
-0.928 1.172 1.833
0.683 -0.228 -0.046
0.596 0.265 -0.703
-0.151 -0.863 0.504
-1.177 -0.054 -0.527
0.365 -1.857 2.051
0.166 0.129 -0.481
0.511 0.049 -0.123
-1.335 -0.010 -0.908
0.528 -1.569 -0.345
-0.299 -0.858 -0.427
0.307 -0.220 0.346
0.051 -0.635 0.345
0.137 -0.048 0.100
0.703 0.503 0.438
0.169 0.361 -0.444
0.267 0.288 -0.266
-0.255 -0.628 0.188
-0.184 0.232 -0.178
0.157 0.595 -0.273
0.271 -0.618 0.509
0.222 0.591 -0.038
0.332 2.243 0.392
-0.683 0.590 0.312
0.356 -0.451 0.035
-1.871 0.185 -0.334
-0.003 0.054 0.090
-0.436 -0.227 0.528
-0.023 0.199 -0.143
-0.148 -0.199 -0.117
-0.086 0.139 0.434
0.308 -0.640 -0.185
-0.126 -0.125 -0.360
-0.522 -0.165 -0.281
0.032 0.504 0.521
-0.244 -0.213 0.274
-0.045 0.009 -0.429
-0.973 0.184 0.052
1.442 0.343 1.317
-0.047 0.319 -0.182
-1.350 1.273 -0.788
0.278 -0.001 0.217
0.302 0.288 0.427
0.459 -1.792 0.056
-0.301 -0.916 0.298
0.008 -0.284 0.442
1.218 -1.456 -0.799
0.294 2.357 0.170
-0.355 -0.699 1.121
-0.336 -0.264 0.107
0.117 0.716 -0.960
-1.074 -0.705 1.318
-0.675 -0.996 -1.428
0.308 -1.156 -0.115
-0.017 -0.146 0.035
0.274 0.210 0.453
0.956 0.209 -0.230
0.115 -0.093 -0.027
-0.045 0.268 0.374
-1.487 2.086 0.920
0.094 -0.369 -0.425
-1.990 1.199 -0.694
-0.334 0.347 0.416
-0.004 -0.375 0.184
0.095 0.111 -0.022
-0.061 -0.280 -0.028
1.713 0.207 -0.326
0.316 0.712 -1.572
0.356 -0.874 -0.313
0.435 -0.289 0.458
-1.704 -1.536 -1.055
-0.792 0.157 0.333
1.536 1.512 0.535
0.046 -0.070 -0.147
0.567 0.174 0.300
-0.217 -0.220 -0.272
-0.365 -0.140 -0.511
-0.034 0.155 -0.157
0.241 -0.564 0.157
1.409 1.387 -0.175
1.191 -1.196 -0.078
-0.015 -0.096 -0.262
0.367 0.118 0.073
1.241 -1.031 -1.176
0.067 0.068 0.822
1.061 -1.420 1.459
-0.231 0.051 0.047
1.396 0.996 -0.655
-0.897 -0.543 0.019
-0.644 0.248 0.762
-0.017 -0.174 0.117
0.500 0.279 0.867
0.054 0.050 -0.044
-1.591 0.286 0.691
-0.043 -0.081 -0.341
-0.555 -1.903 -1.190
0.272 0.724 0.193
-0.586 -0.650 -0.005
0.277 0.155 -0.244
-1.267 1.278 0.195
-0.269 -0.503 0.246
0.343 -0.066 0.167
0.770 0.727 0.904
0.288 0.344 -0.192
0.436 -0.679 -0.134
-0.440 0.161 -0.743
-0.035 0.270 -0.384
-0.647 1.399 0.680
-0.504 0.033 0.530
-1.099 1.958 1.681
0.395 -1.195 0.803
-0.071 0.126 -0.083
-0.875 -0.484 -0.327
0.313 0.047 -0.064
0.224 -1.971 0.759
-0.096 0.915 -0.284
-0.168 -1.756 0.674
0.326 -0.111 -0.831
0.128 0.011 0.192
-0.228 -0.081 -0.401
0.014 -0.618 -0.305
0.505 -0.191 -0.778
-0.276 -0.441 -0.135
1.816 0.322 -1.210
0.257 -0.259 0.280
0.472 -0.983 -0.735
0.161 0.404 -0.110
0.211 -0.043 0.013
0.055 0.115 -0.168
0.738 0.418 0.561
0.290 0.122 -0.577
0.498 0.103 -0.675
0.427 0.007 -0.203
0.011 -0.515 -0.048
-0.196 -0.248 0.037
0.137 0.516 0.419
0.421 0.034 0.116
0.485 -0.752 -0.210
-0.262 -0.263 0.160
-0.063 -0.280 -1.027
1.428 0.369 0.489
0.225 0.072 -0.282
0.445 0.217 0.601
-2.247 0.705 0.324
0.302 -0.180 -0.283
0.142 -0.046 0.131
-0.271 -0.039 -0.128
-0.047 0.753 -0.030
-1.309 1.170 0.174
-0.033 -0.561 0.173
0.049 -0.020 0.126
-0.226 -0.263 -0.311
0.015 -0.918 0.828
-0.666 0.342 -0.021
-0.050 0.094 0.050
-0.327 0.092 -0.477
0.234 -0.604 -0.349
0.327 0.359 0.301
-0.194 -0.611 -1.704
0.205 0.293 0.132
-0.192 0.314 0.319
-0.191 -0.584 0.293
-0.886 -0.023 1.432
-0.134 0.517 -0.094
-0.276 -0.537 -1.020
-0.145 -0.005 0.058
-0.227 0.294 -0.321
-0.516 -0.356 0.425
-0.783 -0.791 0.070
0.318 0.458 -0.505
-0.095 -0.125 0.274
-0.470 0.102 0.260
-0.175 -0.011 -0.327
-0.116 -0.458 -1.481
2.254 -0.227 -1.395
0.051 -0.042 -0.109
-0.382 -0.299 0.261
0.064 0.463 0.174
-0.633 0.461 -0.299
0.176 -1.540 0.521
-2.292 1.486 1.068
0.878 1.795 -0.841
0.021 0.562 -0.500
-0.323 -0.488 0.696
-0.002 -0.121 0.041

Atom charges from the Mulliken analysis, given in e for atoms 1 to 2: H 0.33; C -0.08